Density functional theory data (ωB97M-V/def2-TZVPD) for a structure of composition C38H65AsF6IN2O3RbSb.

Summary:
* HOMO (spin up / spin down): -2.20 / -2.20 eV

Structure (ORCA input):
```
! RIJCOSX wB97M-V def2-TZVPD def2/J DEFGRID3
* xyz -2 2
Rb 0.1862 -0.4572 -2.2096
C -0.9202 -3.8137 -1.7790
N 0.3997 -3.2625 -1.5571
C 1.3556 -3.6876 -2.5686
C 0.8954 -3.4707 -0.2077
C 0.3136 -2.5223 0.8387
N 0.6211 -1.1230 0.6273
C -0.0732 -0.2218 1.5519
C -1.5183 -0.5495 1.8252
C -1.9171 -0.7332 3.1363
C -3.2393 -0.9798 3.4980
C -4.1585 -1.0475 2.4518
C -3.8221 -0.8857 1.1144
C -2.4552 -0.6267 0.7409
O -2.0719 -0.4809 -0.4733
C -4.8794 -1.0275 0.0188
C -4.9078 0.2219 -0.8762
C -6.2940 -1.2126 0.5754
C -4.5522 -2.2678 -0.8245
C -3.6171 -1.1628 4.9668
C -2.8468 -2.3486 5.5664
C -5.1113 -1.4321 5.1524
C -3.2657 0.1046 5.7614
C 2.0636 -0.9081 0.5742
C 2.5985 0.4552 0.9438
C 3.4351 0.5367 2.0234
C 4.0671 1.7287 2.4138
C 3.8537 2.8753 1.6402
C 3.0300 2.8919 0.5379
C 2.3205 1.6605 0.1649
O 1.4903 1.6425 -0.7530
C 2.8253 4.1570 -0.2820
C 3.3101 3.9055 -1.7164
C 1.3380 4.5516 -0.2820
C 3.6132 5.3424 0.2848
C 4.9575 1.7251 3.6506
C 6.1137 0.7358 3.4401
C 4.1283 1.2866 4.8677
C 5.5533 3.1014 3.9507
H -0.9358 -4.9127 -1.6554
H -1.2569 -3.5704 -2.7885
H -1.6329 -3.3791 -1.0767
H 1.5578 -4.7731 -2.5259
H 2.2970 -3.1469 -2.4562
H 0.9734 -3.4421 -3.5602
H 1.9827 -3.3781 -0.2357
H 0.6799 -4.4973 0.1467
H 0.6810 -2.8624 1.8308
H -0.7715 -2.6225 0.8599
H -0.0158 0.7786 1.1133
H 0.4491 -0.1872 2.5255
H -1.1502 -0.6710 3.9063
H -5.1949 -1.2387 2.6926
H -5.2254 1.0923 -0.2939
H -5.6152 0.0779 -1.6990
H -3.9181 0.4197 -1.2815
H -6.5943 -0.3671 1.2003
H -6.3871 -2.1283 1.1650
H -6.9956 -1.2830 -0.2599
H -3.5405 -2.1944 -1.2157
H -5.2435 -2.3695 -1.6652
H -4.6171 -3.1682 -0.2059
H -3.0903 -3.2680 5.0302
H -3.0993 -2.4831 6.6241
H -1.7695 -2.1955 5.4900
H -5.4193 -2.3414 4.6324
H -5.7146 -0.6041 4.7748
H -5.3340 -1.5571 6.2161
H -2.2010 0.3304 5.6883
H -3.5182 -0.0151 6.8209
H -3.8146 0.9621 5.3670
H 2.4246 -1.1727 -0.4285
H 2.5796 -1.6057 1.2603
H 3.6151 -0.3645 2.5985
H 4.3545 3.7867 1.9236
H 2.7970 3.0850 -2.2118
H 4.3760 3.6650 -1.7258
H 3.1609 4.8091 -2.3150
H 0.7269 3.7739 -0.7302
H 1.2126 5.4712 -0.8595
H 0.9844 4.7372 0.7365
H 4.6890 5.1527 0.2800
H 3.3035 5.5990 1.3020
H 3.4305 6.2117 -0.3495
H 5.7491 -0.2782 3.2752
H 6.7614 0.7245 4.3209
H 6.7118 1.0211 2.5733
H 3.7129 0.2880 4.7323
H 3.2977 1.9748 5.0358
H 4.7546 1.2752 5.7637
H 6.1865 3.4516 3.1338
H 6.1698 3.0395 4.8504
H 4.7751 3.8461 4.1276
I -4.4393 -1.9505 -4.9448
C -2.5495 -0.8209 -3.9182
H -2.9491 0.1892 -4.0245
H -2.7079 -1.2418 -2.9260
F 1.2100 -0.7498 -4.7316
Sb 3.5176 0.1032 -4.5725
F 2.8284 -0.1292 -2.7381
F 2.9900 2.0424 -4.0685
F 5.2903 0.5043 -3.8051
F 0.4582 0.9219 -7.2009
F 3.9949 -1.8602 -4.3596
C -0.0416 -1.6477 -6.8226
As -0.4522 0.0026 -5.8897
C -0.1296 1.5593 -4.7376
C -2.1610 0.4699 -6.7059
O -1.4323 -1.1197 -4.4985
H 0.0935 -1.3728 -7.8662
H -0.8949 -2.3129 -6.6969
H 0.8571 -2.0824 -6.4060
H 0.2785 2.2832 -5.4360
H 0.5993 1.4392 -3.9414
H -1.0927 1.9029 -4.3535
H -1.9400 1.0910 -7.5715
H -2.8067 1.0199 -6.0232
H -2.6796 -0.4377 -7.0076
*
```

Atomic partial charges in e from the Löwdin method, atoms 1 to 6: 0.9378 -0.0874 -0.3340 -0.0945 -0.2015 -0.1779